[1]
Here is C48H71AsBN9S3Sc as an isolated structure from the OMol25 dataset. Energies are from ωB97M-V/def2-TZVPD.

```
! RIJCOSX wB97M-V def2-TZVPD def2/J DEFGRID3
* xyz 1 1
Sc -0.2817 0.2860 -1.0219
C 0.0465 2.9408 -3.9007
C 0.2573 3.2838 -2.4655
C 0.5094 4.5488 -1.9448
C 0.7758 4.3600 -0.5977
C 1.1086 5.3603 0.4539
N 0.6796 3.0514 -0.3451
N 0.3249 2.3711 -1.4755
B 1.1168 2.2435 0.8907
N 2.1713 1.1917 0.4454
N 1.7618 -0.0184 -0.0318
C 2.8580 -0.7787 -0.1479
C 2.8176 -2.2184 -0.5253
C 3.9841 -0.0356 0.2061
C 3.5037 1.2150 0.5680
C 4.2505 2.4121 1.0463
N -0.1213 1.4733 1.4235
N -1.1506 2.4172 1.6063
C -1.6311 2.2051 2.8024
C -2.7789 2.9985 3.3316
C -0.9278 1.1471 3.4448
C 0.0480 0.6948 2.5865
C 2.7297 0.0361 3.5688
H 0.7974 3.4530 -4.5029
H -0.9330 3.2590 -4.2557
H 0.1428 1.8732 -4.0774
H 0.5193 5.4803 -2.4826
H 1.0015 6.3658 0.0540
H 2.1309 5.2373 0.8110
H 0.4428 5.2454 1.3084
H 1.6112 2.9826 1.6971
H 1.8242 -2.6500 -0.3939
H 3.5196 -2.7767 0.0970
H 3.1041 -2.3567 -1.5633
H 5.0096 -0.3635 0.2069
H 5.3171 2.1979 1.0688
H 3.9290 2.7063 2.0454
H 4.0856 3.2643 0.3870
H -3.1325 3.7069 2.5852
H -2.4860 3.5522 4.2242
H -3.6038 2.3436 3.6180
H -1.1192 0.7855 4.4444
H 2.3995 1.0612 3.4419
H 3.1660 -0.3203 2.6395
H 3.4434 -0.0674 4.3829
N -2.3930 0.9319 -0.3903
C -2.9322 0.1764 0.7661
C -3.4700 -1.1875 0.3617
C -2.5633 -1.9089 -0.6223
N -1.1315 -1.7724 -0.2540
H -2.1933 1.8820 -0.0411
H -3.0953 0.9972 -1.1250
H -3.7121 0.7517 1.2720
H -2.1178 0.0590 1.4822
H -4.4579 -1.1008 -0.0975
H -3.6065 -1.7810 1.2699
H -2.6774 -1.4735 -1.6165
H -2.8481 -2.9611 -0.6949
H -0.5919 -2.4648 -0.7781
H -1.0033 -2.0159 0.7266
C 3.1824 -3.0195 4.7197
C 2.0506 -2.0896 5.1659
S 1.2613 -0.9261 3.9567
C 1.1259 -2.1136 2.6075
C 0.0798 -3.1773 2.8962
S 0.1420 -4.4599 1.6172
C 1.2876 -5.6684 2.3237
C 2.6575 -5.1937 2.8111
S 2.6972 -4.7697 4.5851
H 3.9668 -3.0040 5.4775
H 3.6674 -2.7016 3.7962
H 2.3817 -1.4311 5.9692
H 1.2300 -2.6743 5.5793
H 2.1043 -2.5549 2.4433
H 0.8731 -1.5126 1.7340
H -0.9198 -2.7380 2.8806
H 0.2114 -3.6479 3.8709
H 1.4284 -6.3697 1.4983
H 0.7831 -6.2159 3.1206
H 3.0513 -4.3772 2.2063
H 3.3554 -6.0239 2.6978
C 0.6662 -7.5062 -4.6973
C 0.6728 -6.0403 -4.3771
C -0.4796 -5.3734 -4.0091
C -0.4979 -4.0039 -3.7514
C -1.8387 -3.4014 -3.4361
C 0.6822 -3.2616 -3.8366
As 0.9434 -1.3562 -3.3491
N -0.6204 -0.4168 -2.9256
C -1.6183 -0.0739 -3.8506
C -1.8060 -0.7500 -5.0553
C -2.8037 -0.3856 -5.9447
C -3.6569 0.6686 -5.6620
C -3.4763 1.3677 -4.4776
C -2.4702 1.0111 -3.5954
C 1.5366 -0.4768 -5.0095
C 1.2645 -0.8634 -6.3276
C 0.5634 -2.1240 -6.7708
C 1.7312 -0.0664 -7.3751
C 2.4847 1.0723 -7.1700
C 2.9642 1.9155 -8.3151
C 2.8076 1.4010 -5.8583
C 2.3598 0.6489 -4.7843
C 2.8446 1.0531 -3.4135
C 1.8766 -3.9330 -4.1940
C 3.2383 -3.2856 -4.3133
C 1.8400 -5.2927 -4.4665
H -0.2361 -7.9877 -4.3245
H 1.5282 -8.0096 -4.2601
H 0.7078 -7.6670 -5.7758
H -1.4108 -5.9231 -3.9324
H -2.4627 -3.3633 -4.3312
H -1.7539 -2.3868 -3.0620
H -2.3672 -4.0139 -2.7044
H -1.1782 -1.5949 -5.2860
H -2.9130 -0.9404 -6.8671
H -4.4360 0.9494 -6.3553
H -4.1045 2.2180 -4.2472
H -2.2845 1.6517 -2.7399
H 0.1042 -2.7011 -5.9767
H 1.2881 -2.7832 -7.2540
H -0.1973 -1.8822 -7.5141
H 1.4962 -0.3663 -8.3903
H 2.6139 1.5244 -9.2680
H 4.0538 1.9518 -8.3432
H 2.6077 2.9412 -8.2179
H 3.4305 2.2668 -5.6643
H 3.3608 2.0116 -3.4681
H 3.5486 0.3162 -3.0146
H 2.0440 1.1610 -2.6769
H 3.2215 -2.2200 -4.5262
H 3.7927 -3.7579 -5.1245
H 3.8231 -3.4429 -3.4056
H 2.7611 -5.7834 -4.7594
*
```

***

[2]
Here is a 6-piece molecular cluster, C48H78BrClN2O19P overall at a distorted geometry from the OMol25 dataset. Energies are from ωB97M-V/def2-TZVPD.

```
! RIJCOSX wB97M-V def2-TZVPD def2/J DEFGRID3
* xyz 1 1
C -2.0871 0.2002 1.1509
C -1.3407 -0.8410 0.6957
C -0.3657 -0.6641 -0.4534
P -1.1305 0.8785 -1.3220
O -0.4432 0.9877 -2.8322
O -2.6618 0.4586 -1.7455
O 0.8832 -0.3836 0.1706
C 2.1143 -0.7502 -0.4202
C 2.5156 0.3731 -1.4485
C 2.0342 1.8001 -1.1188
C 3.2086 2.8165 -0.9836
C 3.2967 3.7895 -2.1831
C 3.3018 3.1068 -3.5577
C 4.5936 2.2949 -3.7563
C 3.1248 -0.5771 0.7436
O 2.8037 0.5996 1.4594
C 3.7485 0.8327 2.5025
C 3.2312 0.1930 3.7954
C 2.1924 -2.2260 -1.0257
C 3.5260 -2.1447 -1.8705
C 4.3592 -3.3957 -2.1492
C 5.0893 -3.9913 -1.1410
C 5.8896 -5.0765 -1.3281
C 6.0124 -5.6382 -2.5769
C 5.3449 -5.0414 -3.6070
C 4.5395 -3.9425 -3.4114
C 3.9151 -3.3722 -4.6844
C 2.2934 -3.3288 0.0370
Br 1.0423 -3.1458 1.5622
C 2.2622 -4.8235 -0.4022
C 1.0753 -5.7198 -0.0187
N 1.0010 -2.2955 -1.9711
C 0.8914 -3.5003 -2.8388
C 0.0239 -3.2813 -4.0944
N 0.5937 -2.4008 -5.1064
C -0.3560 -1.8637 -1.4664
Cl -1.4331 -3.2001 -0.9849
H -3.1561 0.1344 1.3230
H -1.5624 1.1313 1.3667
H -1.4020 -1.7674 1.2592
H 0.1791 0.2738 -3.0105
H -3.2350 0.9821 -1.1707
H 2.2671 0.1613 -2.5039
H 3.6003 0.4494 -1.4385
H 1.4545 1.8966 -0.2049
H 1.4190 2.2144 -1.9162
H 2.9901 3.4504 -0.1196
H 4.1633 2.3306 -0.7625
H 2.4794 4.5083 -2.0834
H 4.2318 4.3505 -2.0802
H 2.4149 2.4892 -3.7316
H 3.2469 3.9067 -4.3010
H 5.4172 2.9822 -3.9437
H 4.4552 1.6124 -4.5997
H 4.8274 1.6764 -2.8873
H 4.1576 -0.4820 0.3851
H 3.0893 -1.3935 1.4728
H 4.7452 0.4341 2.2780
H 3.8378 1.9131 2.6241
H 2.2132 0.5320 3.9762
H 3.9046 0.4227 4.6231
H 3.2268 -0.8950 3.6842
H 4.2470 -1.5211 -1.3495
H 3.3305 -1.6777 -2.8333
H 5.0368 -3.5842 -0.1344
H 6.4236 -5.4837 -0.4785
H 6.6594 -6.4977 -2.6921
H 5.4741 -5.4655 -4.5966
H 4.5957 -3.5928 -5.5053
H 3.7198 -2.3046 -4.6293
H 3.0058 -3.9388 -4.8965
H 3.2485 -3.1725 0.5194
H 2.4537 -4.9893 -1.4605
H 3.1182 -5.3126 0.0682
H 1.1747 -6.6225 -0.6296
H 0.0854 -5.3199 -0.2390
H 1.1183 -6.0903 1.0073
H 1.2346 -1.5695 -2.6590
H 0.5000 -4.3748 -2.3251
H 1.8637 -3.8296 -3.1959
H -0.9869 -2.9702 -3.8125
H -0.0997 -4.2687 -4.5423
H 0.9842 -2.8982 -5.8904
H 1.2390 -1.7106 -4.7501
H -0.8623 -1.5024 -2.3614
C -0.7826 -9.6757 4.5428
C 0.4535 -9.3798 3.7244
C 0.8105 -7.9157 3.6415
O 1.5017 -7.8378 2.3846
C 1.0141 -8.8496 1.6109
O 1.2216 -8.9614 0.4463
O 0.2581 -9.7035 2.3362
H -0.8243 -10.7336 4.7999
H -0.7826 -9.1047 5.4717
H -1.6872 -9.4486 3.9786
H 1.2983 -9.9692 4.0891
H 1.4598 -7.5977 4.4541
H -0.0630 -7.2594 3.6011
C -1.4195 4.8623 -1.8633
C -0.6501 5.9381 -1.1327
C -1.4493 7.1800 -0.8231
O -0.4322 8.1884 -0.7873
C 0.5784 7.7726 -1.5877
O 1.4862 8.4590 -1.9309
O 0.4093 6.4736 -1.9479
H -0.8878 3.9130 -1.7979
H -2.4104 4.7227 -1.4299
H -1.5210 5.0991 -2.9228
H -0.1977 5.5283 -0.2254
H -1.9660 7.1210 0.1318
H -2.1682 7.4361 -1.6055
C -5.7118 2.3820 6.0952
C -5.0929 1.9417 4.7891
C -4.1451 0.7768 4.9108
O -3.2498 0.9991 3.8045
C -3.2403 2.3364 3.5661
O -2.4587 2.8778 2.8440
O -4.2154 2.9612 4.2483
H -6.5747 3.0210 5.9097
H -6.0491 1.5255 6.6756
H -5.0033 2.9652 6.6850
H -5.8650 1.7488 4.0546
H -4.6443 -0.1790 4.8151
H -3.5621 0.7876 5.8358
C 0.0603 11.9139 -2.3590
C -1.3183 11.5183 -2.8350
C -2.0621 12.6038 -3.5731
O -3.4297 12.2620 -3.3170
C -3.4620 11.5906 -2.1365
O -4.4538 11.3280 -1.5381
O -2.2077 11.2624 -1.7334
H 0.6399 11.0272 -2.1000
H 0.6042 12.4539 -3.1350
H 0.0068 12.5307 -1.4616
H -1.2608 10.6056 -3.4349
H -1.8601 12.5994 -4.6419
H -1.8701 13.6029 -3.1743
C -9.3397 -3.9129 4.6607
C -8.2612 -2.9911 4.1391
C -6.9238 -3.1496 4.8176
O -6.3544 -1.8399 4.6681
C -7.3874 -0.9616 4.5825
O -7.2790 0.2239 4.6462
O -8.5599 -1.6114 4.4218
H -10.1744 -3.9553 3.9618
H -8.9589 -4.9263 4.7904
H -9.7361 -3.5517 5.6095
H -8.1661 -3.0954 3.0552
H -6.2959 -3.8983 4.3402
H -7.0058 -3.3748 5.8833
*
```

***

[3]
Here is C48H78F36N10O25S12 as an isolated structure at a distorted geometry from the OMol25 dataset. Energies are from ωB97M-V/def2-TZVPD.

```
! RIJCOSX wB97M-V def2-TZVPD def2/J DEFGRID3
* xyz -2 1
C -2.5178 -2.4941 -3.6268
C -1.1983 -3.1631 -3.1115
C 0.0174 -2.9223 -3.9948
C 0.9169 -1.8010 -3.3842
C 0.0651 -0.6601 -2.7253
C -0.6170 -1.1420 -1.4967
N -0.9620 -2.6108 -1.6929
O -1.1994 -3.2818 -0.7450
C -1.9779 -0.4177 -1.3543
C 0.2738 -0.9021 -0.1789
C -1.3279 -4.7025 -2.9403
H -3.3468 -2.6283 -2.9376
H -2.8826 -3.0757 -4.4738
H -2.3380 -1.4480 -3.8587
H -0.4075 -2.4440 -4.9014
H 0.3393 -3.9166 -4.2793
H 1.6948 -1.4036 -4.0388
H 1.5767 -2.2164 -2.6226
H -0.5822 -0.2182 -3.4955
H 0.6805 0.1647 -2.4186
H -2.5440 -0.9521 -0.5503
H -2.6277 -0.3466 -2.2556
H -1.7924 0.5891 -0.9411
H 1.1886 -1.4069 -0.4210
H -0.1802 -1.4397 0.6745
H 0.4865 0.0677 0.1879
H -1.3047 -5.1545 -3.9754
H -2.3900 -4.9004 -2.6147
H -0.4699 -4.9957 -2.2835
C 5.5255 -0.1419 4.2258
C 4.2639 -1.0174 4.6485
C 4.2316 -2.3928 3.9100
N 2.9006 -2.8922 3.5031
C 3.1132 -4.0562 2.5770
C 1.8407 -4.8073 2.2814
C 1.0509 -5.2143 3.5192
C 0.8384 -4.0348 4.4263
C 2.2239 -3.3878 4.7748
C 1.9912 -1.8616 2.8584
H 6.4118 -0.7220 4.4895
H 5.5364 0.7949 4.8384
H 5.4960 0.0452 3.1612
H 3.4063 -0.4598 4.3083
H 4.2939 -1.2131 5.7148
H 4.5782 -3.1553 4.5979
H 4.8866 -2.5243 3.0001
H 3.8666 -4.6311 3.1804
H 3.6495 -3.7287 1.6938
H 2.1505 -5.6289 1.6251
H 1.2181 -4.2340 1.5903
H 1.6537 -5.9697 3.9881
H 0.0699 -5.7061 3.2556
H 0.3515 -4.2459 5.3860
H 0.1827 -3.2208 3.8687
H 2.9289 -4.1515 5.2033
H 2.3110 -2.4922 5.4355
H 2.5669 -1.1571 2.2717
H 1.5936 -1.2552 3.6709
H 1.2472 -2.3372 2.2811
C -3.4125 3.4320 8.0165
C -2.7948 3.3643 6.5703
C -3.8869 3.2186 5.5668
N -3.5339 3.3716 4.1250
C -2.7345 2.0762 3.7242
C -2.6330 1.8839 2.2565
C -3.9863 1.8065 1.5836
C -4.7310 3.1593 1.8905
C -4.8070 3.3707 3.3929
C -2.7391 4.6153 3.8576
H -4.2035 2.6898 8.1794
H -3.8861 4.3779 8.1973
H -2.6211 3.1901 8.7402
H -2.0675 2.4867 6.4930
H -2.3604 4.3228 6.3447
H -4.5157 4.1149 5.7376
H -4.4673 2.3066 5.6563
H -3.2788 1.2302 4.1685
H -1.7251 2.0403 4.1887
H -1.9289 1.0500 2.1644
H -2.0038 2.6160 1.7672
H -4.5598 0.9482 1.9598
H -3.8020 1.6270 0.5003
H -5.7591 3.2266 1.4931
H -4.2643 4.0617 1.4007
H -5.4390 2.5141 3.7444
H -5.4286 4.2792 3.6117
H -3.1623 5.4115 4.4428
H -2.8053 4.9188 2.8607
H -1.6512 4.5255 4.0854
C 3.3073 7.1033 -0.2697
C 3.3388 5.5661 -0.5031
C 2.4223 5.2506 -1.6858
N 2.6218 3.8675 -2.2009
C 4.1003 3.5417 -2.5018
C 4.3219 2.4752 -3.5003
C 3.7811 2.9701 -4.8444
C 2.2660 2.9981 -4.6979
C 1.7888 3.7430 -3.4496
C 2.2097 2.8889 -1.2050
H 3.8356 7.6354 -1.0957
H 3.8688 7.4002 0.6090
H 2.3498 7.5198 -0.0633
H 2.9291 5.1066 0.4178
H 4.4063 5.2741 -0.6701
H 2.7820 5.8960 -2.5191
H 1.3581 5.4620 -1.4966
H 4.4494 4.5051 -2.7614
H 4.5271 3.2252 -1.5819
H 5.3650 2.2439 -3.4102
H 3.7830 1.6385 -3.2237
H 4.0401 4.0254 -5.0159
H 4.0602 2.2624 -5.6636
H 1.7662 3.4461 -5.5649
H 1.8245 2.0074 -4.7447
H 1.7248 4.7982 -3.8659
H 0.8009 3.3647 -3.2011
H 1.1519 2.9495 -0.9991
H 2.7493 3.1653 -0.3460
H 2.3701 1.8996 -1.5313
C -3.2264 4.9881 -1.4727
F -4.3247 4.2860 -1.7160
F -3.3365 6.1568 -2.1474
F -3.0215 5.2493 -0.1897
S -1.7300 3.8848 -1.9910
O -0.7087 4.7344 -1.3952
O -1.9534 2.5774 -1.4204
N -1.6755 3.9131 -3.5043
S -2.0542 2.9026 -4.6636
O -0.8513 2.5223 -5.3591
O -3.1078 1.9597 -4.4214
C -2.8916 4.1046 -5.8465
F -1.9692 4.7152 -6.5832
F -3.7464 3.3896 -6.6489
F -3.6784 4.9546 -5.1305
C 6.3713 -0.7096 -0.8258
F 6.9259 0.4482 -0.4038
F 6.4862 -0.9829 -2.1203
F 7.0117 -1.6641 -0.1646
S 4.5742 -0.4918 -0.3047
O 4.5887 -0.7514 1.0846
O 4.3116 0.8276 -0.7633
N 3.8726 -1.6176 -1.2210
S 3.8706 -3.1541 -0.8600
O 4.8902 -3.5594 0.0919
O 2.5201 -3.6484 -0.6759
C 4.4279 -4.0092 -2.4142
F 4.2727 -5.2712 -2.3482
F 3.5686 -3.4649 -3.3789
F 5.6279 -3.6548 -2.7278
C 0.4364 7.0172 5.0987
F 1.2061 6.5235 6.0514
F -0.7911 7.0693 5.6985
F 0.7926 8.3135 4.8742
S 0.5051 6.1715 3.4176
O -0.7227 6.7034 2.8696
O 1.7198 6.7530 2.9505
N 0.4287 4.6140 3.6651
S 1.8970 3.9720 3.6013
O 2.4914 3.7766 2.3017
O 2.7489 4.3933 4.6441
C 1.2968 2.2684 4.1783
F 2.3980 1.4807 4.2456
F 0.6666 2.1678 5.3789
F 0.4019 1.6293 3.3308
C -6.7473 -10.2312 -2.2996
F -5.5839 -10.8668 -2.5888
F -7.4736 -10.0851 -3.4222
F -7.4144 -11.0026 -1.4391
S -6.3759 -8.5596 -1.5141
O -7.3738 -8.5528 -0.4770
O -4.9746 -8.7506 -1.2728
N -6.5888 -7.3382 -2.5105
S -5.5583 -6.9369 -3.6269
O -4.9455 -5.6707 -3.3821
O -4.7401 -7.9505 -4.2308
C -6.8550 -6.6897 -5.0384
F -7.8834 -5.9156 -4.5339
F -6.5035 -6.0941 -6.1710
F -7.2847 -7.8846 -5.3697
C 3.4924 -3.4344 -9.4593
F 2.2470 -3.4527 -9.1261
F 3.8582 -4.7716 -9.5515
F 3.6615 -2.9627 -10.6837
S 4.5408 -2.6789 -8.1540
O 4.4564 -3.6396 -7.1538
O 5.8067 -2.3771 -8.7131
N 3.6656 -1.3250 -8.0600
S 2.6580 -0.9640 -6.9559
O 1.8825 -2.0760 -6.5132
O 3.0795 -0.0149 -5.9246
C 1.3609 0.2217 -7.8829
F 2.1354 1.2077 -8.4806
F 0.5922 -0.3672 -8.8295
F 0.5660 0.8460 -7.0456
C -5.4345 -2.3942 5.2027
F -5.9094 -2.0523 4.0138
F -6.5259 -2.5945 6.0104
F -4.8166 -3.5971 5.1637
S -4.3056 -1.2008 5.9550
O -5.1282 -0.0734 6.0440
O -3.7692 -1.8458 7.0722
N -3.1618 -0.9067 4.9324
S -1.8685 -1.7770 4.7912
O -1.9921 -3.1307 5.2612
O -1.3121 -1.5921 3.4936
C -0.7567 -0.8695 6.0106
F 0.2731 -0.4697 5.2653
F -1.3650 0.1836 6.5409
F -0.2123 -1.6945 6.9060
*
```

***

Number 1: energy -179060.135 eV. Number 2: energy -184769.421 eV. Number 3: energy -344975.401 eV.